Record 1
Here is C33H35BrF3N7O3PReS as an isolated structure from the Open Molecules 2025 dataset. Energies are from ωB97M-V with the def2-TZVPD basis set.

Geometry as XYZ:
```
85
Properties=species:S:1:pos:R:3:forces:R:3
Re 0.899 -0.349 0.367 -1.4 1.4 -1.8
O -4.269 1.613 0.394 0.0 0.0 0.1
C -4.402 0.388 0.980 0.0 -0.3 0.0
C -5.643 -0.171 1.271 0.0 0.1 0.0
C -5.725 -1.419 1.865 0.1 0.1 -0.1
C -4.571 -2.133 2.167 0.1 -0.1 0.1
C -3.337 -1.589 1.862 -0.1 0.0 0.0
C -3.242 -0.337 1.263 0.2 0.2 -0.2
C -1.884 0.255 0.948 -0.5 0.2 -0.6
O -1.083 -0.544 0.146 1.0 -0.1 0.6
N -1.183 0.500 2.196 0.3 0.1 0.4
N 0.111 0.267 2.263 -0.3 0.2 -0.4
C 0.727 0.665 3.368 0.4 0.1 0.9
C 1.948 0.156 3.849 -0.4 -0.5 -0.8
Br 2.367 -1.622 3.286 0.1 0.2 0.3
C 2.725 0.745 4.823 0.1 0.3 0.3
C 2.648 2.089 5.281 0.0 -0.1 -0.1
C 3.262 2.403 6.519 0.0 -0.1 0.0
C 3.188 3.674 7.037 0.0 0.0 0.1
C 2.517 4.677 6.339 0.0 -0.2 -0.1
C 1.936 4.401 5.099 0.0 0.0 -0.1
C 2.012 3.136 4.567 0.0 0.0 0.0
H -5.106 2.092 0.441 0.0 0.0 -0.1
H -6.545 0.391 1.055 0.0 0.0 0.0
H -6.694 -1.834 2.103 0.0 0.0 0.0
H -4.634 -3.088 2.667 0.0 -0.1 0.0
H -2.427 -2.126 2.101 0.0 -0.1 0.0
H -2.039 1.229 0.450 0.1 -0.1 0.2
H -1.664 0.954 2.964 0.1 -0.1 0.1
H 0.189 1.319 4.051 0.0 0.1 -0.1
H 3.478 0.126 5.299 0.0 -0.1 0.0
H 3.760 1.620 7.075 0.1 0.0 0.0
H 3.655 3.900 7.985 0.0 0.0 0.0
H 2.475 5.680 6.739 0.0 0.0 0.0
H 1.455 5.194 4.545 0.0 0.0 0.0
H 1.641 2.959 3.568 0.0 0.0 0.0
O 0.957 1.603 -0.398 -0.2 -1.5 1.3
N 1.187 1.784 -1.715 0.2 -0.2 -0.9
C 1.258 3.062 -2.139 0.0 0.3 0.0
C 1.500 3.353 -3.453 0.0 0.0 0.1
C 1.669 2.304 -4.360 0.0 -0.2 0.1
C 1.597 1.008 -3.905 0.0 0.2 0.0
C 1.367 0.739 -2.551 0.2 -0.1 0.2
S 1.346 -0.877 -1.936 0.3 0.5 0.6
H 1.126 3.814 -1.375 -0.1 -0.1 0.0
H 1.567 4.384 -3.766 0.0 0.0 0.0
H 1.870 2.510 -5.402 0.0 0.0 0.0
H 1.736 0.162 -4.563 0.0 0.0 0.0
C -4.487 -2.657 -3.057 -0.1 -0.3 0.1
N -3.783 -1.482 -3.750 -0.3 0.2 -0.1
C -3.111 -2.021 -5.019 0.2 -0.1 -0.3
N -2.242 -3.087 -4.705 0.2 -0.3 -0.5
C -2.950 -4.176 -4.048 -0.1 0.2 0.0
N -3.572 -3.704 -2.818 -0.4 -0.6 0.2
C -2.602 -3.414 -1.774 0.3 0.4 -0.4
P -1.426 -2.032 -2.262 -0.7 -0.6 -0.4
C -2.778 -0.853 -2.846 0.6 -0.1 0.3
C -1.039 -2.687 -3.986 -0.2 0.2 0.5
H -5.285 -2.996 -3.721 0.0 0.2 -0.1
H -4.913 -2.289 -2.121 0.0 0.1 -0.1
H -4.485 -0.788 -4.015 0.0 0.0 0.0
H -2.565 -1.198 -5.481 -0.1 0.1 0.1
H -3.900 -2.361 -5.693 -0.1 0.1 0.1
H -2.251 -4.977 -3.813 0.0 0.0 0.0
H -3.719 -4.566 -4.718 0.0 0.0 0.0
H -2.009 -4.310 -1.581 -0.1 0.0 0.1
H -3.121 -3.137 -0.856 0.0 0.0 0.1
H -2.305 -0.021 -3.373 -0.1 0.0 0.0
H -3.286 -0.458 -1.966 -0.1 0.0 0.0
H -0.377 -3.550 -3.895 0.0 0.0 0.0
H -0.506 -1.920 -4.556 0.0 0.0 0.0
F 7.792 -0.966 -0.635 -0.1 0.0 0.1
C 7.075 0.146 -0.755 0.2 0.0 -0.2
F 7.736 1.152 -0.186 -0.1 0.0 0.1
F 6.953 0.420 -2.065 0.0 0.0 0.1
C 5.683 -0.004 -0.172 -0.2 0.1 0.0
C 5.083 -1.250 -0.054 0.0 0.1 0.0
C 3.748 -1.306 0.285 0.1 -0.1 0.0
N 3.005 -0.211 0.531 1.0 0.1 0.1
C 3.634 0.977 0.531 0.0 0.2 0.1
C 4.955 1.129 0.165 0.1 -0.2 0.0
H 5.637 -2.157 -0.247 0.0 0.0 0.0
H 3.245 -2.262 0.351 0.0 0.0 -0.1
H 3.040 1.834 0.816 -0.1 0.0 -0.1
H 5.401 2.112 0.119 0.0 0.0 0.1
```
Positions in Å, forces in eV/Å.

- net charge = +3
- LUMO energy (alpha / beta) (eV) = -8.8 / -10.6
- Kohn-Sham gap (alpha / beta) (eV) = 5.8 / 4.2
- ΔE to the lowest compared entry with this formula, charge and spin (kJ/mol) = 217.89
- HOMO (alpha / beta) (eV) = -14.60 / -14.80
- total energy (eV) = -151783.887
- spin multiplicity = 4

Record 2
Here is one molecule with the formula C2H3ClFNS from the Open Molecules 2025 dataset. Energies are from ωB97M-V with the def2-TZVPD basis set.

Geometry as XYZ:
```
9
Properties=species:S:1:pos:R:3:forces:R:3
F -0.718 -1.074 0.974 0.6 -0.3 0.4
C -0.101 -0.918 -0.217 -0.1 -0.2 -1.4
Cl -1.415 -0.527 -1.398 0.0 -0.1 -0.1
C 0.886 0.231 -0.370 0.1 -1.0 -1.0
N 0.882 1.364 0.163 -0.4 0.5 1.1
S -0.238 1.857 1.395 0.4 -0.3 -0.8
H 0.324 -1.879 -0.598 -0.3 0.7 0.7
H 1.589 0.028 -1.230 -0.5 0.3 1.1
H -1.210 0.917 1.281 0.3 0.3 0.1
```
Positions in Å, forces in eV/Å.

- LUMO energy (eV) = 0.3
- Kohn-Sham gap (eV) = 9.7
- SMILES = F[C@@H](Cl)/C=N\S
- ΔE to the lowest compared entry with this formula, charge and spin (kJ/mol) = 127.25
- HOMO (eV) = -9.33
- total energy (eV) = -29686.481

Record 3
Here is one molecule with the formula C3H2OS from the Open Molecules 2025 dataset. Energies are from ωB97M-V with the def2-TZVPD basis set.

Geometry as XYZ:
```
7
Properties=species:S:1:pos:R:3:forces:R:3
C 1.738 -0.752 -0.096 0.5 -0.1 1.1
C 0.590 -0.463 0.097 -0.1 -1.0 -0.9
C -0.770 -0.023 0.001 1.6 1.2 0.5
O -0.647 1.302 -0.014 -1.1 1.5 -0.1
S -2.144 -0.800 -0.015 -1.3 -1.1 -0.1
H 2.772 -0.981 0.073 -0.2 0.0 -0.5
H -1.538 1.718 -0.045 0.5 -0.4 0.0
```
Positions in Å, forces in eV/Å.

- LUMO energy (eV) = -0.4
- Kohn-Sham gap (eV) = 9.0
- SMILES = C#CC(O)=S
- ΔE to the lowest compared entry with this formula, charge and spin (kJ/mol) = 81.73
- HOMO (eV) = -9.41
- total energy (eV) = -16023.470

Record 4
Here is H3N4O2 as an isolated structure from the Open Molecules 2025 dataset. Energies are from ωB97M-V with the def2-TZVPD basis set.

Geometry as XYZ:
```
9
Properties=species:S:1:pos:R:3:forces:R:3
N 0.019 0.224 -0.743 1.9 0.5 -1.1
N 1.404 -0.374 1.373 -1.6 1.8 -1.8
N 0.190 0.781 0.477 0.2 -2.0 1.4
N -1.154 -0.158 -1.188 0.5 0.8 0.4
O -2.172 -0.116 -0.480 -0.7 -0.1 0.6
O -1.181 -0.432 -2.401 -0.4 -0.5 -0.1
H 1.491 -1.033 0.521 0.5 1.9 1.5
H 2.065 0.464 1.388 -0.5 -2.2 -0.7
H -0.662 0.643 1.052 0.2 -0.2 -0.2
```
Positions in Å, forces in eV/Å.

- net charge = -1
- LUMO energy (alpha / beta) (eV) = 4.7 / 4.7
- Kohn-Sham gap (alpha / beta) (eV) = 8.0 / 8.0
- ΔE to the lowest compared entry with this formula, charge and spin (kJ/mol) = 131.32
- HOMO (alpha / beta) (eV) = -3.31 / -3.31
- total energy (eV) = -10099.053

Record 5
Here is a 2-piece molecular cluster, C10H11NO2 overall from the Open Molecules 2025 dataset. Energies are from ωB97M-V with the def2-TZVPD basis set.

Geometry as XYZ:
```
24
Properties=species:S:1:pos:R:3:forces:R:3
C -0.663 1.504 -1.510 -2.1 0.9 -0.2
C -0.458 1.053 -0.064 -1.4 2.0 -0.2
O -1.205 1.370 0.878 1.1 -0.6 -1.7
C 0.810 0.372 0.125 2.2 -2.1 2.0
C 1.736 -0.065 -0.864 -2.2 0.7 -1.1
C 2.918 -0.695 -0.504 -0.4 1.1 1.7
C 3.149 -0.976 0.877 2.3 -1.0 -2.0
C 2.271 -0.603 1.841 0.6 0.2 0.9
C 1.155 0.109 1.483 -1.8 1.0 -0.2
H 0.121 2.185 -1.792 1.2 -0.5 -0.3
H -0.842 0.643 -2.223 0.4 1.1 0.8
H -1.463 2.294 -1.615 -0.1 -1.4 0.5
H 1.412 0.100 -1.961 1.1 -0.2 1.9
H 3.706 -0.533 -1.196 0.8 -1.2 -0.7
H 4.108 -1.483 1.242 -1.3 0.9 -0.9
H 2.710 -0.740 2.834 -1.1 0.1 0.1
H 0.439 0.542 2.212 0.7 -0.5 -0.3
C -2.191 -1.570 1.381 0.1 -1.6 0.8
C -1.673 -1.368 0.043 0.7 -1.2 -0.4
N -1.415 -1.580 -1.068 -1.2 1.2 0.6
O -1.326 -1.478 -2.272 0.7 -0.6 -0.7
H -2.873 -0.726 1.554 0.1 -0.6 0.5
H -1.420 -1.700 2.192 -0.5 0.8 -1.0
H -2.660 -2.612 1.363 -0.1 1.6 0.1
```
Positions in Å, forces in eV/Å.

- LUMO energy (eV) = 0.0
- Kohn-Sham gap (eV) = 9.3
- SMILES = CC(=O)c1ccccc1.CC#[N+][O-]
- ΔE to the lowest compared entry with this formula, charge and spin (kJ/mol) = 477.45
- HOMO (eV) = -9.31
- total energy (eV) = -16129.343

Record 6
Here is one molecule with the formula C3H3N3O2 from the Open Molecules 2025 dataset. Energies are from ωB97M-V with the def2-TZVPD basis set.

Geometry as XYZ:
```
11
Properties=species:S:1:pos:R:3:forces:R:3
O 0.515 2.337 0.381 0.3 -2.1 -0.5
C 0.611 1.106 0.160 -0.7 2.1 0.5
N 1.764 0.372 0.028 0.5 0.8 0.2
N 1.747 -0.881 -0.175 -0.9 -0.6 -0.3
C 0.555 -1.559 -0.304 1.0 0.2 0.2
C -0.640 -0.923 -0.164 0.0 0.8 0.4
N -0.584 0.404 0.086 0.8 -1.4 -0.5
O -1.709 1.117 0.240 -0.8 -0.3 0.0
H 0.701 -2.617 -0.447 -0.4 0.0 -0.1
H -1.627 -1.363 -0.150 0.1 -0.1 -0.2
H -1.333 2.008 0.345 0.2 0.7 0.1
```
Positions in Å, forces in eV/Å.

- LUMO energy (eV) = -0.7
- Kohn-Sham gap (eV) = 9.0
- SMILES = O=c1nnccn1O
- ΔE to the lowest compared entry with this formula, charge and spin (kJ/mol) = 389.75
- HOMO (eV) = -9.66
- total energy (eV) = -11721.918